# C34H43CuN5O3P

A molecular structure, C34H43CuN5O3P (the ωB97M-V functional and the def2-TZVPD basis, the OMol25 dataset).

## Properties
**Largest force on an atom**: 0.701 eV Å⁻¹
**Gap between HOMO and LUMO (spin up / spin down)**: 8.48 / 7.70 eV
**LUMO (spin up / spin down)**: -2.41 / -3.13 eV
**HOMO (spin up / spin down)**: -10.9 / -10.8 eV

The geometry in ORCA input format:
```
! RIJCOSX wB97M-V def2-TZVPD def2/J DEFGRID3
* xyz 1 2
Cu -0.085 -0.199 0.452
C 2.911 -1.596 0.012
C 3.401 -0.536 0.996
C 3.762 0.757 0.272
C 2.429 -0.297 2.153
C 3.055 0.533 3.270
O 2.102 1.587 3.509
C 1.115 1.481 2.606
N 1.208 0.481 1.805
C 0.093 2.571 2.755
C 0.429 3.521 3.731
C -0.391 4.592 4.027
C -1.587 4.739 3.349
C -1.934 3.809 2.384
C -1.119 2.728 2.049
P -1.780 1.604 0.740
C -3.560 1.525 1.205
C -4.569 2.096 0.433
C -5.902 2.000 0.822
C -6.247 1.342 1.993
C -5.250 0.782 2.782
C -3.924 0.870 2.386
C -1.826 2.611 -0.781
C -2.291 1.964 -1.929
C -2.326 2.624 -3.146
C -1.889 3.944 -3.233
C -1.427 4.591 -2.099
C -1.393 3.928 -0.875
H 3.612 -1.693 -0.819
H 1.940 -1.339 -0.427
H 2.827 -2.577 0.485
H 4.299 -0.932 1.484
H 2.878 1.167 -0.218
H 4.522 0.560 -0.487
H 4.157 1.527 0.939
H 2.103 -1.269 2.534
H 3.992 0.997 2.975
H 3.201 -0.013 4.197
H 1.358 3.419 4.266
H -0.093 5.302 4.788
H -2.250 5.568 3.566
H -2.877 3.929 1.864
H -4.326 2.623 -0.481
H -6.670 2.449 0.205
H -7.285 1.270 2.293
H -5.505 0.279 3.708
H -3.166 0.450 3.032
H -2.599 0.925 -1.873
H -2.685 2.110 -4.029
H -1.917 4.464 -4.184
H -1.084 5.617 -2.162
H -0.996 4.438 -0.006
C 2.198 3.595 -2.915
C 1.617 2.762 -1.803
N 1.544 3.063 -0.562
O 2.050 4.271 -0.129
C 1.042 1.427 -2.173
C 1.124 0.845 -3.554
N 0.405 0.788 -1.274
O -0.163 -0.376 -1.519
H 2.449 4.614 -2.635
H 1.483 3.675 -3.734
H 3.104 3.131 -3.310
H 2.446 4.743 -0.872
H 1.405 1.577 -4.305
H 0.161 0.410 -3.825
H 1.856 0.033 -3.571
C -1.015 -1.651 2.801
C -1.912 -2.739 3.442
N -2.158 -3.823 2.490
C -0.876 -4.320 1.984
C -0.116 -3.203 1.215
N -0.861 -1.922 1.345
C -2.203 -2.110 0.707
C -2.939 -3.301 1.367
H -0.015 -1.658 3.235
H -1.408 -0.648 2.931
H -2.876 -2.325 3.742
H -1.440 -3.149 4.334
H -1.066 -5.172 1.333
H -0.286 -4.678 2.828
H -0.021 -3.426 0.152
H 0.884 -3.054 1.615
H -2.034 -2.266 -0.358
H -2.760 -1.183 0.820
H -3.097 -4.109 0.653
H -3.917 -2.990 1.735
*
```

Löwdin atomic charge list, values in e, 4 entries:
1 Cu 0.40
2 C -0.05
3 C -0.37
4 C -0.04